Record 1
12
Properties=species:S:1:pos:R:3 method="wB97M-V/def2-TZVPD" e_lumo_ev=0.49 spin_multiplicity=1 energy_ha=-356.7810 homo_energy_ev=-10.6 homo_lumo_gap_ev=11.056
N 0.31017 -1.36109 1.20948
C 0.52685 -0.97225 0.14195
C 0.79868 -0.51640 -1.24122
O 1.75230 -1.31858 -1.88538
H -0.16009 -0.46866 -1.77533
H 1.19642 0.49971 -1.19726
H 1.39797 -2.21328 -1.96825
N -0.84363 1.16981 2.54681
C -1.06162 1.40897 1.37070
N -1.16653 1.75488 0.19239
H -0.64301 0.20206 2.78596
H -2.10750 1.81484 -0.17985

=====

Record 2
58
Properties=species:S:1:pos:R:3 method="wB97M-V/def2-TZVPD" e_lumo_ev=0.25 spin_multiplicity=1 energy_ha=-2610.9657 homo_energy_ev=-8.7 homo_lumo_gap_ev=8.955
C -5.88898 5.18641 1.70431
S -6.48934 4.51231 0.12456
O -6.25658 3.00157 0.25136
C -8.30225 4.65791 0.64368
H -6.39189 6.08674 2.05730
H -4.85007 5.48521 1.56475
H -5.81541 4.36086 2.41223
H -8.90464 4.15473 -0.11265
H -8.59976 5.70599 0.61031
H -8.48014 4.21879 1.62533
C -0.37984 0.22404 0.33145
S 0.54361 -1.16429 1.09418
O 1.81173 -0.63737 1.76271
C 1.23442 -1.84461 -0.42903
H -1.28512 -0.18229 -0.11962
H 0.14029 0.85278 -0.39122
H -0.74609 0.91870 1.08737
H 1.85639 -2.71231 -0.20914
H 1.88539 -1.18228 -0.99969
H 0.40554 -2.25407 -1.00643
C -5.31398 -2.53120 -3.14127
S -5.02215 -3.87654 -4.27327
O -6.23522 -4.74539 -4.04991
C -5.37388 -2.99711 -5.82806
H -4.78273 -1.64154 -3.47945
H -4.93837 -2.81766 -2.15895
H -6.33994 -2.19800 -2.98478
H -5.07129 -3.72991 -6.57609
H -4.91571 -2.03019 -6.03604
H -6.44559 -2.96157 -6.02371
C 3.58295 -1.57571 8.27551
S 2.75015 -0.66696 9.61762
O 1.34021 -1.25037 9.78327
C 2.72902 1.07889 8.93317
H 4.65752 -1.40440 8.33925
H 3.18434 -1.14167 7.35855
H 3.43692 -2.65564 8.29824
H 2.24928 1.81346 9.57996
H 2.18263 1.20136 7.99799
H 3.75373 1.44300 8.85899
C 5.97507 1.72173 1.29826
C 5.40843 1.90799 -0.02775
N 4.95607 2.02844 -1.07551
H 5.39573 2.33765 1.98608
H 6.99485 2.10577 1.32391
H 6.04709 0.66699 1.56366
C 2.18922 0.89980 -6.62193
C 1.33714 -0.35858 -6.50177
N 0.71525 -1.35783 -6.33632
H 1.89279 1.55798 -7.43864
H 3.26376 0.72479 -6.67526
H 2.12418 1.35626 -5.63425
C 7.40159 -2.98366 -3.35859
C 6.49615 -4.15635 -3.44943
N 5.82824 -5.10411 -3.44419
H 7.36749 -2.43531 -4.30000
H 8.44337 -3.29698 -3.29070
H 7.24860 -2.31612 -2.51059

=====

Record 3
61
Properties=species:S:1:pos:R:3 method="wB97M-V/def2-TZVPD" e_lumo_ev=-0.43 spin_multiplicity=1 energy_ha=-2577.4118 homo_energy_ev=-7.8 homo_lumo_gap_ev=7.395
Pt -0.45693 0.27533 0.71492
O 2.32150 2.26328 3.79727
C 1.82643 1.45955 3.01560
O 0.60919 1.44597 2.60232
C 2.69521 0.28320 2.56722
C 3.58902 -0.29155 3.46491
C 4.35078 -1.39481 3.10993
C 4.24975 -1.93917 1.83755
C 3.38249 -1.33125 0.94502
C 2.61190 -0.23184 1.28417
N 3.25660 -1.87532 -0.40983
O 3.79347 -2.93754 -0.65585
O 2.58420 -1.25491 -1.21810
H 3.67555 0.15223 4.44912
H 5.03194 -1.83576 3.82656
H 4.82259 -2.80155 1.53414
H 1.98213 0.22596 0.53737
S 0.70289 2.32394 -5.40111
C 0.31559 1.71520 -3.79123
C 0.16464 0.36480 -3.50050
C -0.09331 -0.01573 -2.20060
N -0.18928 0.86474 -1.19735
C -0.02905 2.16911 -1.47087
C 0.21391 2.63082 -2.74645
C 0.06385 1.00634 -6.41517
C 0.93119 0.12369 -7.04426
C 0.38812 -0.87362 -7.84575
N -0.91656 -1.02724 -8.03936
C -1.73623 -0.17406 -7.43251
C -1.30115 0.86047 -6.61748
H 0.24257 -0.39176 -4.26716
H -0.20800 -1.05539 -1.93279
H -0.09174 2.84854 -0.63557
H 0.32161 3.69313 -2.91970
H 2.00116 0.21032 -6.91064
H 1.03827 -1.58171 -8.34906
H -2.79753 -0.31677 -7.60836
H -2.01052 1.53209 -6.15221
Cl -3.71522 -0.76312 0.46380
C -3.47503 0.10000 1.94854
C -4.12547 -0.37447 3.08051
C -3.95929 0.27542 4.29049
C -3.14071 1.39442 4.37218
C -2.49342 1.85512 3.24301
C -2.65306 1.23018 1.99625
C -1.87516 1.70708 0.83196
H -4.75933 -1.24788 2.99919
H -4.47005 -0.09776 5.16975
H -3.00214 1.90288 5.31782
H -1.82442 2.70465 3.30623
H -1.40119 2.65857 1.08197
H -2.47169 1.80352 -0.07555
C -0.62975 -3.10927 3.77918
C -0.39716 -1.76122 3.14185
N -0.20568 -0.72545 3.94964
O -0.42544 -1.67582 1.89939
H -0.16916 -3.19236 4.76329
H -0.24693 -3.88541 3.12176
H -1.70696 -3.25300 3.88401
H -0.20294 -0.86771 4.94297
H 0.01394 0.20291 3.56756

=====

Record 4
15
Properties=species:S:1:pos:R:3 method="wB97M-V/def2-TZVPD" e_lumo_ev="-0.06 / -0.06" spin_multiplicity=1 energy_ha=-341.7226 homo_energy_ev="-8.1 / -8.1" homo_lumo_gap_ev="8.081 / 8.079"
C -0.21193 -0.78720 -0.43075
C 1.29858 -0.83145 -0.77528
C -1.88075 1.04364 0.14473
C 0.88219 0.20425 0.17776
O -0.76005 -1.75267 0.41132
N -1.44875 2.07847 -0.18752
N 1.26571 0.30134 1.41901
H -0.19719 -1.79825 1.19908
H -0.85415 -0.61194 -1.28621
H -0.18105 1.99040 -0.51956
H 0.55205 0.75998 1.99034
H 1.86764 -1.66787 -0.38270
H 1.53263 -0.55389 -1.79615
H -2.49501 0.24255 0.49939
H 0.63010 1.38264 -0.46346